Molecular formula: C31H89O38P9S
Method: DFT, ωB97M-V/def2-TZVPD

## Properties
Largest force on an atom   3.89 eV Å⁻¹
SMILES string   COP(=O)(OC)OC.COP(=O)(OC)OC.COP(=O)(OC)OC.COP(=O)(OC)OC.COP(=O)(OC)OC.COP(=O)(OC)OC.COP(=O)(OC)OC.COP(=O)(OC)OC.COP(=O)(OC)OC.O=S1(=O)CCCC1
Frontier orbital gap   10.11 eV
LUMO level   -0.1 eV
HOMO level   -10.17 eV
Energy relative to the best compared isomer or geometry (same formula, charge and spin)   721.3 kJ/mol

Last column: Löwdin charge in e.
Element x y z (Å)
C  8.70208  0.85522  -4.71594  -0.07
O  8.37221  -0.47549  -5.27324  -0.25
P  8.94292  -1.88007  -4.60462  0.48
O  8.44030  -3.13682  -5.21006  -0.24
O  10.55963  -1.74460  -4.55991  -0.22
C  11.34101  -1.70105  -5.72397  -0.12
O  8.53250  -1.63998  -3.03542  -0.23
C  7.20271  -2.07593  -2.68549  -0.11
H  9.27589  1.37283  -5.48465  0.08
H  9.18960  0.83630  -3.74122  0.09
H  7.82497  1.49514  -4.61953  0.08
H  11.89116  -0.76091  -5.76350  0.09
H  10.74283  -1.74128  -6.63428  0.09
H  12.10789  -2.47128  -5.80606  0.09
H  6.55141  -2.19150  -3.55184  0.08
H  6.72277  -1.40773  -1.97046  0.09
H  7.14052  -3.02272  -2.14900  0.09
C  9.00436  -9.47271  4.46063  -0.09
O  8.73448  -9.11943  3.09118  -0.24
P  8.27193  -7.61800  2.63869  0.44
O  9.06559  -6.51870  3.20987  -0.24
O  6.66818  -7.56281  2.96781  -0.22
C  5.97896  -6.31188  3.16977  -0.10
O  8.37506  -7.69588  1.03073  -0.23
C  9.62185  -7.89118  0.37152  -0.10
H  10.07820  -9.65660  4.49447  0.09
H  8.49364  -10.42472  4.60531  0.09
H  8.70711  -8.73987  5.21075  0.09
H  6.66339  -5.46462  3.12713  0.08
H  5.44640  -6.23539  4.11772  0.08
H  5.19330  -6.15620  2.43044  0.08
H  9.58321  -8.63140  -0.42765  0.09
H  10.38694  -8.10423  1.11807  0.08
H  9.84692  -6.90257  -0.02861  0.09
C  2.76949  -1.88126  -7.37385  -0.09
O  1.41874  -1.51582  -7.15753  -0.25
P  0.54209  -0.69671  -8.24012  0.46
O  0.50907  -1.32807  -9.62328  -0.27
O  1.11879  0.82880  -8.18303  -0.22
C  1.25215  1.51264  -6.89463  -0.08
O  -0.88086  -0.61948  -7.53045  -0.22
C  -1.57145  -1.72863  -7.03842  -0.11
H  3.39246  -1.36510  -6.64338  0.09
H  3.05446  -1.52460  -8.36364  0.09
H  2.93149  -2.95621  -7.29430  0.09
H  0.99852  0.90672  -6.02478  0.08
H  0.50808  2.30137  -6.78338  0.08
H  2.24348  1.96581  -6.89730  0.09
H  -2.11812  -1.37403  -6.16462  0.09
H  -0.85748  -2.45762  -6.65512  0.09
H  -2.37174  -2.12373  -7.66415  0.09
C  -11.48785  -0.88848  5.12641  -0.15
O  -11.01467  -2.19335  4.95697  -0.22
P  -9.40554  -2.43451  5.08807  0.50
O  -8.98675  -2.54559  6.52776  -0.25
O  -9.13336  -3.64398  4.06358  -0.22
C  -9.10005  -5.02114  4.40971  -0.10
O  -8.88381  -1.06316  4.31291  -0.25
C  -7.58359  -0.96995  3.76951  -0.11
H  -12.48674  -0.77664  5.54810  0.09
H  -11.56973  -0.37386  4.16904  0.08
H  -10.82356  -0.26661  5.72648  0.09
H  -8.69860  -5.55637  3.54920  0.09
H  -10.07079  -5.45615  4.64747  0.09
H  -8.45596  -5.27445  5.25178  0.09
H  -7.26511  0.07246  3.77689  0.09
H  -7.65150  -1.22471  2.71188  0.09
H  -6.89413  -1.52237  4.40791  0.09
C  -6.33461  3.89057  -5.52615  -0.10
O  -6.84681  2.58297  -5.82910  -0.24
P  -7.79879  1.80155  -4.77333  0.45
O  -7.39471  1.98310  -3.35394  -0.25
O  -9.23607  2.39819  -5.15018  -0.23
C  -9.66340  2.41054  -6.56480  -0.06
O  -7.87151  0.23487  -5.28800  -0.25
C  -8.11716  -0.89097  -4.46641  -0.10
H  -6.34561  4.60254  -6.35142  0.08
H  -5.28423  3.95416  -5.24198  0.09
H  -6.99522  4.29637  -4.75998  0.08
H  -9.10720  1.70778  -7.18518  0.08
H  -9.28039  3.32679  -7.01412  0.08
H  -10.73392  2.22318  -6.64846  0.09
H  -7.61627  -1.70012  -4.99791  0.09
H  -9.19433  -1.04215  -4.39612  0.09
H  -7.59893  -0.80687  -3.51117  0.09
C  -0.16342  -6.05788  -2.18686  -0.07
O  -1.00364  -6.61265  -3.20720  -0.25
P  -2.53959  -7.06019  -2.93081  0.40
O  -3.32904  -5.93678  -2.37548  -0.24
O  -3.00628  -7.67216  -4.34804  -0.22
C  -4.34831  -7.94328  -4.56311  -0.14
O  -2.54862  -8.30196  -1.94746  -0.22
C  -1.93601  -9.53311  -2.40602  -0.07
H  0.69789  -6.72572  -2.20261  0.09
H  -0.77029  -6.11024  -1.28294  0.09
H  0.12170  -5.03801  -2.44507  0.09
H  -4.86908  -7.09884  -5.01457  0.10
H  -4.91776  -8.04962  -3.63979  0.09
H  -4.42954  -8.90805  -5.06383  0.10
H  -2.81290  -10.03865  -2.81049  0.09
H  -1.47439  -10.12665  -1.61689  0.09
H  -1.27525  -9.37623  -3.25859  0.09
C  -2.83802  7.65874  0.34030  -0.11
O  -1.77134  8.17368  1.14181  -0.21
P  -1.98883  8.45630  2.73023  0.52
O  -3.42144  8.46252  3.14203  -0.26
O  -1.17240  7.22437  3.51961  -0.24
C  -0.95071  7.34496  4.93771  -0.11
O  -1.08826  9.79578  2.99946  -0.23
C  -1.68462  11.06069  2.89429  -0.12
H  -3.78886  7.59840  0.86979  0.08
H  -2.68367  6.63995  -0.01514  0.08
H  -3.02005  8.26895  -0.54435  0.09
H  -1.73332  6.86683  5.52679  0.08
H  -0.90778  8.37809  5.28253  0.08
H  -0.02825  6.81187  5.16788  0.09
H  -2.20247  11.16164  1.94049  0.09
H  -0.94293  11.85622  2.82274  0.09
H  -2.30970  11.27249  3.76177  0.09
C  5.97509  5.85028  3.76971  -0.10
O  6.99627  6.37263  2.88237  -0.26
P  8.30878  5.37503  2.67275  0.54
O  9.00952  4.95966  3.96554  -0.28
O  7.64300  4.10384  1.80225  -0.25
C  6.75637  4.29764  0.68556  -0.11
O  9.26004  6.23443  1.67885  -0.24
C  10.26234  7.07669  2.26944  -0.10
H  5.87094  4.77313  3.63934  0.08
H  5.04551  6.32807  3.46035  0.09
H  6.24827  6.12279  4.78913  0.09
H  6.74220  5.30717  0.27478  0.09
H  5.79569  3.89939  1.01205  0.09
H  7.07128  3.71614  -0.18092  0.08
H  11.19489  6.54229  2.08814  0.09
H  10.12772  7.35346  3.31508  0.09
H  10.21745  7.98358  1.66641  0.09
C  -4.98606  4.06141  6.66992  -0.10
O  -5.43280  2.81366  7.25496  -0.21
P  -4.26691  1.89428  7.90868  0.42
O  -4.74748  0.63790  8.55575  -0.24
O  -3.27291  1.71431  6.63659  -0.22
C  -2.18804  0.79883  6.91983  -0.10
O  -3.45966  2.87288  8.86363  -0.21
C  -3.94512  3.06164  10.15767  -0.13
H  -5.15505  4.88904  7.35882  0.09
H  -5.58992  4.35248  5.81043  0.09
H  -3.95983  4.02154  6.30473  0.08
H  -1.86902  0.15560  6.09972  0.09
H  -2.28580  0.17708  7.80975  0.08
H  -1.31655  1.43285  7.08303  0.08
H  -4.17497  4.12573  10.21224  0.09
H  -3.28873  2.80729  10.98987  0.09
H  -4.91019  2.59954  10.36549  0.09
C  -1.31961  1.76416  0.69388  -0.22
C  -1.70325  1.32016  -0.72851  -0.23
C  -0.80510  0.16213  -1.09124  -0.21
S  0.85725  0.58647  -0.36737  0.75
O  1.71379  1.16157  -1.41460  -0.37
O  1.31680  -0.58974  0.43903  -0.37
C  0.17133  1.97704  0.67704  -0.22
H  -1.56619  0.96496  1.39286  0.12
H  -1.78183  2.69531  1.02162  0.12
H  -1.64721  2.17561  -1.40168  0.12
H  -2.72465  0.97130  -0.88067  0.12
H  -0.74525  -0.20062  -2.11737  0.11
H  -1.13514  -0.65777  -0.45332  0.10
H  0.45431  2.85001  0.08886  0.10
H  0.70797  2.08391  1.61975  0.11

=====

Molecular formula: C5H11N3
Method: DFT, ωB97M-V/def2-TZVPD

## Properties
Largest force on an atom   5.80 eV Å⁻¹
Frontier orbital gap (spin up / spin down)   6.62 / 7.60 eV
Spin multiplicity   3
LUMO level (spin up / spin down)   0.9 / -1.5 eV
HOMO level (spin up / spin down)   -5.71 / -9.13 eV
Energy relative to the best compared isomer or geometry (same formula, charge and spin)   135.4 kJ/mol

Last column: Löwdin spin population.
Element x y z (Å)
C  -1.43218  -0.40806  1.17337  0.37
C  1.37364  0.40822  0.03299  0.09
C  2.54494  1.44689  0.21255  0.02
C  0.69005  -1.81289  -0.31417  0.06
C  -2.31797  0.57224  -0.82052  0.03
N  0.30076  1.08088  -0.00055  0.71
N  1.63580  -0.80870  0.01196  0.39
N  -1.23037  0.20093  0.06020  0.21
H  -0.68684  -0.46665  1.96533  0.03
H  -2.47507  -0.70101  1.42213  0.04
H  2.57417  2.14854  -0.56769  0.00
H  3.44390  0.70547  0.36206  0.01
H  2.21985  1.96974  1.17835  0.00
H  0.27806  -2.28667  0.65363  0.03
H  1.17390  -2.59827  -0.96623  0.01
H  -0.15347  -1.30704  -0.90652  0.00
H  -2.40851  -0.20961  -1.66279  0.00
H  -2.17000  1.51184  -1.28498  0.00
H  -3.36065  0.55414  -0.54913  0.01

=====

Molecular formula: C25H24CuN5O4S
Method: DFT, ωB97M-V/def2-TZVPD

## Properties
Largest force on an atom   10.36 eV Å⁻¹
Frontier orbital gap (spin up / spin down)   2.47 / 2.32 eV
LUMO level (spin up / spin down)   4.2 / 4.2 eV
HOMO level (spin up / spin down)   1.69 / 1.85 eV
Net charge   -2

Last column: Löwdin charge in e.
Element x y z (Å)
Cu  -2.19154  -1.22429  -0.42876  0.14
N  -0.09318  0.60086  6.31495  0.05
C  -0.90324  -0.11751  5.40181  -0.33
C  -0.82433  -1.51698  5.33563  -0.05
C  -1.62316  -2.22512  4.43192  -0.06
C  -2.50695  -1.53976  3.58997  -0.30
C  -2.58726  -0.14390  3.65264  -0.06
C  -1.78925  0.56547  4.55535  -0.05
S  -3.52301  -2.43946  2.42488  0.62
O  -3.85883  -3.87285  2.86916  -0.43
O  -4.91767  -1.82620  2.23438  -0.43
N  -3.04891  -2.46565  0.84717  -0.22
C  -1.78152  -3.43100  0.48045  -0.23
N  -0.86505  -2.64913  -0.61989  0.01
C  0.08923  -3.27210  -0.96417  -0.27
C  0.48798  -4.61720  -0.46062  -0.08
C  -0.28034  -5.21733  0.48390  -0.16
N  -1.46557  -4.57328  0.97465  0.08
H  0.56103  0.10662  6.93921  0.08
H  -0.14476  1.62882  6.36755  0.09
H  -0.14412  -2.05755  5.98177  0.09
H  -1.55174  -3.30436  4.38706  0.11
H  -3.26527  0.39353  3.00217  0.11
H  -1.86026  1.64520  4.59361  0.10
H  0.68008  -2.73195  -1.68909  0.10
H  1.38571  -5.09927  -0.83530  0.07
H  -0.00141  -6.19248  0.86957  0.07
C  4.16366  2.08531  1.22040  -0.07
C  3.67451  1.92678  -0.19344  -0.24
C  4.61725  1.81472  -1.22566  -0.09
C  4.20607  1.64924  -2.54351  -0.11
C  2.84679  1.60241  -2.84584  -0.04
C  1.87244  1.73537  -1.84595  -0.19
N  0.49233  1.68322  -2.15064  0.09
C  -0.19119  1.88175  -3.37792  -0.17
C  0.23126  2.88655  -4.26856  -0.06
C  -0.43491  3.12058  -5.47236  -0.13
C  -1.54981  2.36092  -5.80118  -0.13
C  -2.00172  1.37964  -4.91858  -0.03
C  -1.34576  1.12750  -3.69420  -0.05
C  -1.90212  0.05582  -2.76943  -0.57
O  -2.91633  -0.59857  -3.17125  -0.11
O  -1.31376  -0.11385  -1.64955  -0.19
C  2.29105  1.90452  -0.50320  -0.16
C  1.26568  2.00529  0.60189  -0.04
H  5.24786  1.94430  1.28850  0.07
H  3.70060  1.33915  1.87400  0.08
H  3.93548  3.09027  1.58919  0.08
H  5.68121  1.83980  -1.00527  0.09
H  4.93881  1.53930  -3.33697  0.09
H  2.54623  1.42659  -3.87506  0.10
H  0.01272  0.92267  -1.62446  0.10
H  1.08093  3.51083  -4.00709  0.10
H  -0.08659  3.90046  -6.14135  0.08
H  -2.07986  2.53287  -6.73237  0.08
H  -2.88526  0.79472  -5.17260  0.11
H  0.29265  2.35167  0.24105  0.08
H  1.57474  2.73220  1.35961  0.07
H  1.13477  1.02727  1.07549  0.09
H  -3.07640  -1.88242  -1.66364  0.03